1.
# C4H8NO3

A cluster of 2 separate species, C4H8NO3 in total (ωB97M-V/def2-TZVPD, the Open Molecules 2025 dataset).

Atoms and positions in Å:
C: -3.200394 -0.166728 0.581414
C: -1.841535 -0.039757 1.322306
O: -1.275830 0.994784 1.288221
O: -1.409332 -1.090918 1.833165
H: -3.779131 0.675211 0.998496
H: -3.763325 -1.066928 0.713465
H: -3.106604 0.129836 -0.490117
C: 2.445416 -0.841440 -1.224212
C: 2.472062 0.480200 -0.520575
O: 3.477917 1.217644 -0.542688
N: 1.274441 1.007865 -0.145292
H: 1.179237 1.968831 0.454320
H: 0.386867 0.400841 0.020209
H: 3.372150 -1.064714 -1.770546
H: 1.625690 -0.954693 -1.983746
H: 2.142369 -1.650035 -0.534421

Forces on atoms 1 to 6 (eV/Å):
-0.2 2.2 -0.3
-2.0 -5.3 -0.5
2.3 5.7 -0.5
0.0 -1.2 0.5
-0.2 -0.3 -0.1
0.0 -0.7 0.0

Calculated values
DFT total energy ... -11911.9734 eV
Largest force on an atom ... 6.2 eV Å⁻¹
Frontier orbital gap ... 0.289 Ha
Net charge ... -1
Relative energy (zero: lowest compared OMol25 entry of this formula, charge and spin) ... 30.5 kcal per mole
HOMO energy ... -4.18 eV
LUMO level ... 0.135 hartree


2.
# C4H8NO3

The ion C4H8NO3 with charge -1 (ωB97M-V/def2-TZVPD, the Open Molecules 2025 dataset).

Atoms and positions in Å:
C: -0.996829 0.111011 1.192109
C: 0.589903 -0.275423 0.719646
C: 0.413615 -2.111329 -0.865379
C: 0.923150 1.888898 -0.218450
N: -1.987089 -0.020981 0.149846
O: -1.997063 1.012065 -0.667400
O: 0.735872 -1.623120 0.408180
O: 0.924501 0.499566 -0.397325
H: -1.155797 -0.704899 2.052439
H: -0.880900 1.178599 1.604269
H: 0.667655 -1.411632 -1.566732
H: -0.643999 -2.396795 -0.835038
H: 0.835804 -3.140898 -0.872055
H: 1.719685 2.350818 -0.825251
H: 0.771474 2.239610 0.810274
H: 0.080016 2.404507 -0.689138

Forces on atoms 1 to 6 (eV/Å):
2.8 -1.0 2.0
-3.0 0.4 -1.3
-1.6 -3.0 2.4
-0.9 1.5 -0.8
-0.4 0.2 -0.5
0.1 -0.4 0.6

Calculated values
DFT total energy ... -11904.5519 eV
<S²> ... 2.010
Largest force on an atom ... 4.2 eV Å⁻¹
Frontier orbital gap (spin up / spin down) ... 0.198 / 0.228 Ha
Net charge ... -1
HOMO energy (spin up / spin down) ... -1.34 / -2.25 eV
Multiplicity ... 3
LUMO level (spin up / spin down) ... 0.149 / 0.145 hartree


- Which value of net charge does entry 1 give?
  -1


- Among the records above, which one has the highest DFT total energy?
  number 2


Repeat the first record exactly.
# C4H8NO3

A cluster of 2 separate species, C4H8NO3 in total (ωB97M-V/def2-TZVPD, the Open Molecules 2025 dataset).

Atoms and positions in Å:
C: -3.200394 -0.166728 0.581414
C: -1.841535 -0.039757 1.322306
O: -1.275830 0.994784 1.288221
O: -1.409332 -1.090918 1.833165
H: -3.779131 0.675211 0.998496
H: -3.763325 -1.066928 0.713465
H: -3.106604 0.129836 -0.490117
C: 2.445416 -0.841440 -1.224212
C: 2.472062 0.480200 -0.520575
O: 3.477917 1.217644 -0.542688
N: 1.274441 1.007865 -0.145292
H: 1.179237 1.968831 0.454320
H: 0.386867 0.400841 0.020209
H: 3.372150 -1.064714 -1.770546
H: 1.625690 -0.954693 -1.983746
H: 2.142369 -1.650035 -0.534421

Forces on atoms 1 to 6 (eV/Å):
-0.2 2.2 -0.3
-2.0 -5.3 -0.5
2.3 5.7 -0.5
0.0 -1.2 0.5
-0.2 -0.3 -0.1
0.0 -0.7 0.0

Calculated values
DFT total energy ... -11911.9734 eV
Largest force on an atom ... 6.2 eV Å⁻¹
Frontier orbital gap ... 0.289 Ha
Net charge ... -1
Relative energy (zero: lowest compared OMol25 entry of this formula, charge and spin) ... 30.5 kcal per mole
HOMO energy ... -4.18 eV
LUMO level ... 0.135 hartree


Copy entry 1 word for word.
# C4H8NO3

A cluster of 2 separate species, C4H8NO3 in total (ωB97M-V/def2-TZVPD, the Open Molecules 2025 dataset).

Atoms and positions in Å:
C: -3.200394 -0.166728 0.581414
C: -1.841535 -0.039757 1.322306
O: -1.275830 0.994784 1.288221
O: -1.409332 -1.090918 1.833165
H: -3.779131 0.675211 0.998496
H: -3.763325 -1.066928 0.713465
H: -3.106604 0.129836 -0.490117
C: 2.445416 -0.841440 -1.224212
C: 2.472062 0.480200 -0.520575
O: 3.477917 1.217644 -0.542688
N: 1.274441 1.007865 -0.145292
H: 1.179237 1.968831 0.454320
H: 0.386867 0.400841 0.020209
H: 3.372150 -1.064714 -1.770546
H: 1.625690 -0.954693 -1.983746
H: 2.142369 -1.650035 -0.534421

Forces on atoms 1 to 6 (eV/Å):
-0.2 2.2 -0.3
-2.0 -5.3 -0.5
2.3 5.7 -0.5
0.0 -1.2 0.5
-0.2 -0.3 -0.1
0.0 -0.7 0.0

Calculated values
DFT total energy ... -11911.9734 eV
Largest force on an atom ... 6.2 eV Å⁻¹
Frontier orbital gap ... 0.289 Ha
Net charge ... -1
Relative energy (zero: lowest compared OMol25 entry of this formula, charge and spin) ... 30.5 kcal per mole
HOMO energy ... -4.18 eV
LUMO level ... 0.135 hartree